Density functional theory data (ωB97M-V/def2-TZVPD) for a molecular structure, C21H14CaFN2O8.

XYZ file:
```
47
Properties=species:S:1:pos:R:3:mulliken_charge:R:1
Ca 1.32 0.15 0.37 2.300
O -2.08 -0.14 5.91 -0.530
C -1.35 -0.11 4.75 1.299
C -0.78 -1.26 4.22 -0.479
C -0.05 -1.13 3.05 -0.193
N 0.11 0.04 2.45 -0.462
C -0.46 1.13 2.94 0.095
C -1.20 1.11 4.11 -0.676
C -0.26 2.39 2.08 0.320
O -0.72 3.45 2.50 -0.741
O 0.36 2.17 0.99 -0.767
C 0.58 -2.32 2.31 0.278
O 0.50 -3.43 2.84 -0.745
O 1.12 -2.00 1.20 -0.765
H -2.10 -1.05 6.23 0.283
H -0.88 -2.24 4.67 0.429
H -1.65 2.02 4.48 0.535
C 4.72 1.75 -6.59 -1.373
C 4.66 0.28 -6.19 -0.210
C 4.29 -0.65 -7.34 -1.058
C 2.87 -0.39 -7.81 -1.121
C 1.91 -0.41 -6.65 0.954
C 0.57 -0.68 -6.84 -0.677
C -0.30 -0.70 -5.76 0.128
F -1.60 -0.97 -6.00 -0.367
C 0.13 -0.47 -4.48 -0.927
C 1.48 -0.20 -4.26 0.397
C 1.93 0.04 -2.87 1.528
O 1.08 0.01 -1.97 -1.263
C 3.34 0.28 -2.71 -0.098
C 4.12 0.31 -3.82 -0.378
N 3.71 0.09 -5.09 0.146
C 2.37 -0.17 -5.34 -0.339
C 4.09 0.54 -1.39 0.323
O 5.28 0.81 -1.49 -0.787
O 3.42 0.43 -0.33 -0.835
H 5.42 1.89 -7.42 0.377
H 5.04 2.36 -5.75 0.389
H 3.73 2.11 -6.91 0.360
H 5.63 -0.02 -5.79 0.493
H 4.38 -1.69 -6.99 0.360
H 5.01 -0.52 -8.15 0.431
H 2.57 -1.14 -8.55 0.449
H 2.82 0.58 -8.32 0.334
H 0.19 -0.88 -7.84 0.508
H -0.55 -0.50 -3.64 0.556
H 5.17 0.52 -3.68 0.517
```

Results
DFT total energy: -62530.30706 eV
Net charge: -1
LUMO: 1.90 eV
HOMO: -6.116 eV
HOMO-LUMO gap: 8.02 eV